[1]
The following is a quantum chemistry calculation of C55H49N6O2PPbSbSe as an isolated structure, from the Open Molecules 2025 dataset.

Last column: Mulliken charge in e.
Positions of all 116 atoms, in Å:
Pb (0.6069, -1.7736, 1.8401)  0.761
N (2.8514, -0.1345, 3.9361)  0.055
P (1.1543, -0.2651, 4.0784)  0.566
C (1.0139, -0.7330, 5.8045)  0.677
C (0.7589, -2.0556, 6.1624)  -0.173
C (0.7703, -2.4201, 7.5001)  -0.769
C (1.0361, -1.4683, 8.4749)  -0.516
C (1.2810, -0.1448, 8.1213)  -0.686
C (1.2653, 0.2305, 6.7876)  -0.585
C (0.5068, 1.4090, 3.9374)  0.739
C (1.3143, 2.4899, 3.5916)  -0.322
C (0.7645, 3.7656, 3.5404)  -0.653
C (-0.5858, 3.9547, 3.8084)  -0.667
C (-1.3968, 2.8716, 4.1366)  -1.017
C (-0.8519, 1.5989, 4.2035)  -0.351
C (3.5330, 0.0059, 2.7288)  0.288
C (4.8888, 0.3432, 2.6992)  -0.937
C (5.5041, 0.4800, 1.4778)  -0.498
C (4.7570, 0.3312, 0.3047)  -1.315
C (3.4301, 0.0121, 0.4298)  -0.237
N (2.8230, -0.1873, 1.6157)  0.667
H (3.3778, 0.0150, 4.7811)  0.273
H (0.5480, -2.8008, 5.4063)  0.070
H (0.5696, -3.4463, 7.7834)  0.450
H (1.0395, -1.7533, 9.5199)  0.420
H (1.4788, 0.5961, 8.8860)  0.438
H (1.4346, 1.2668, 6.5113)  0.376
H (2.3679, 2.3520, 3.3760)  0.525
H (1.3954, 4.6129, 3.3059)  0.625
H (-1.0036, 4.9544, 3.7763)  0.446
H (-2.4469, 3.0276, 4.3611)  0.466
H (-1.4765, 0.7531, 4.4907)  0.409
H (5.4348, 0.4929, 3.6274)  0.497
H (6.5612, 0.7171, 1.4273)  0.450
H (5.2077, 0.4602, -0.6716)  0.538
H (2.7882, -0.0738, -0.4418)  0.368
C (-0.0398, -6.8389, 1.3119)  -0.858
N (-1.2622, -6.0236, 1.2838)  0.231
C (-2.3976, -6.3356, 0.5457)  -0.551
C (-3.3140, -5.3905, 0.8181)  -0.454
N (-2.7309, -4.5069, 1.7175)  0.259
C (-3.4204, -3.3790, 2.3598)  -0.715
C (-1.4740, -4.9046, 1.9934)  -0.025
Se (-0.2988, -4.1148, 3.2195)  -0.311
H (-0.3157, -7.8862, 1.2652)  0.365
H (0.4957, -6.6523, 2.2364)  0.327
H (0.5990, -6.5909, 0.4687)  0.272
H (-2.4496, -7.2024, -0.0970)  0.528
H (-4.3335, -5.2917, 0.4752)  0.496
H (-4.3824, -3.2438, 1.8772)  0.283
H (-2.8355, -2.4717, 2.2605)  0.172
H (-3.5718, -3.5849, 3.4141)  0.352
C (1.9498, 0.6916, -7.8163)  -0.530
C (2.7578, 0.2582, -6.7684)  -0.731
C (2.2031, 0.0037, -5.5259)  -0.802
C (0.8341, 0.2104, -5.3545)  0.864
C (0.0111, 0.6471, -6.3922)  -0.311
C (0.5857, 0.8885, -7.6304)  -0.819
Sb (0.0029, -0.3515, -3.5415)  2.210
C (0.7546, -2.2689, -3.1502)  0.831
C (1.6727, -2.6413, -2.1789)  -0.482
C (2.1510, -3.9450, -2.1847)  -0.632
C (1.7145, -4.8481, -3.1509)  -0.682
C (0.7793, -4.4629, -4.1072)  -0.761
C (0.2941, -3.1613, -4.1171)  -0.856
C (-2.0717, -0.4117, -3.4434)  1.109
C (-2.6398, -1.4650, -2.7257)  -0.705
C (-4.0196, -1.5339, -2.6361)  -0.751
C (-4.8111, -0.5665, -3.2568)  -0.768
C (-4.2282, 0.4785, -3.9604)  -0.861
C (-2.8461, 0.5703, -4.0569)  -0.557
H (2.3877, 0.8685, -8.7914)  0.436
H (3.8200, 0.1134, -6.9228)  0.421
H (2.8300, -0.3465, -4.7138)  0.403
H (-1.0544, 0.7907, -6.2511)  0.343
H (-0.0345, 1.2267, -8.4514)  0.452
H (2.0383, -1.9371, -1.4413)  0.527
H (2.8834, -4.2487, -1.4435)  0.547
H (2.1173, -5.8555, -3.1695)  0.468
H (0.4385, -5.1668, -4.8590)  0.468
H (-0.4256, -2.8621, -4.8810)  0.430
H (-2.0180, -2.2186, -2.2544)  0.495
H (-4.4833, -2.3456, -2.0847)  0.491
H (-5.8909, -0.6286, -3.1857)  0.440
H (-4.8477, 1.2282, -4.4393)  0.483
H (-2.3981, 1.4008, -4.5927)  0.282
O (-1.2109, -0.1858, 1.4443)  -0.999
C (-0.9247, 0.6259, 0.5438)  -0.523
N (-1.1707, 1.9471, 0.5552)  0.584
C (-0.6133, 2.6121, -0.6321)  1.869
C (-0.0449, 1.3654, -1.3068)  -0.056
O (0.4634, 1.3583, -2.5201)  -1.035
N (-0.2657, 0.2652, -0.6533)  0.387
C (-1.7215, 3.1755, -1.5577)  0.366
C (-1.3517, 3.7845, -2.7579)  -0.223
C (-2.3173, 4.3678, -3.5636)  -0.877
C (-3.6560, 4.3534, -3.1735)  -0.567
C (-4.0230, 3.7281, -1.9941)  -0.966
C (-3.0583, 3.1245, -1.1900)  -0.449
C (0.3671, 3.7143, -0.2588)  0.321
C (1.7049, 3.6487, -0.6221)  -0.180
C (2.5766, 4.6668, -0.2495)  -1.075
C (2.1087, 5.7499, 0.4776)  -0.616
C (0.7605, 5.8252, 0.8220)  -0.992
C (-0.1090, 4.8085, 0.4567)  -0.144
H (-1.4847, 2.4445, 1.3747)  0.184
H (-0.3069, 3.8280, -3.0488)  0.452
H (-2.0242, 4.8597, -4.4842)  0.514
H (-4.4058, 4.8506, -3.7819)  0.462
H (-5.0628, 3.7130, -1.6855)  0.478
H (-3.3544, 2.6392, -0.2671)  0.449
H (2.0741, 2.8096, -1.2084)  0.445
H (3.6199, 4.6188, -0.5385)  0.505
H (2.7888, 6.5422, 0.7698)  0.448
H (0.3815, 6.6875, 1.3593)  0.459
H (-1.1670, 4.8940, 0.7014)  0.572

Output
Electronic energy (eV): -157266.266
Total charge: +3
E_HOMO (eV): -14.74



[2]
The following is a quantum chemistry calculation of C55H51AsN4O8RbSSb2 as an isolated structure, from the Open Molecules 2025 dataset.

Last column: Mulliken charge in e.
Positions of all 123 atoms, in Å:
Rb (-0.4477, -0.5713, -0.0516)  1.483
S (-0.5809, -3.0400, -2.2216)  -0.444
C (-1.1141, -4.3745, -1.2205)  0.492
C (-2.1824, -5.1858, -1.6540)  -0.742
C (-2.5559, -6.3301, -0.9796)  -0.441
C (-1.8676, -6.7370, 0.1613)  -0.925
C (-0.8333, -5.9445, 0.6257)  -0.500
C (-0.4852, -4.7577, -0.0179)  -0.021
As (0.9709, -3.6480, 0.6364)  1.205
C (0.9024, -3.8775, 2.5835)  -0.017
C (-0.2379, -4.2341, 3.2997)  -0.242
C (-0.2295, -4.2427, 4.6901)  -0.776
C (0.9143, -3.8852, 5.3882)  -0.418
C (2.0453, -3.4864, 4.6874)  -1.016
C (2.0287, -3.4680, 3.3008)  -0.303
C (2.4120, -4.8878, 0.1533)  0.087
C (3.2745, -5.5195, 1.0405)  0.058
C (4.3033, -6.3279, 0.5671)  -0.646
C (4.4752, -6.5150, -0.7956)  -0.496
C (3.6047, -5.8987, -1.6876)  -0.779
C (2.5815, -5.0899, -1.2187)  -0.501
H (-2.6956, -4.8950, -2.5618)  0.383
H (-3.3790, -6.9267, -1.3572)  0.358
H (-2.1312, -7.6537, 0.6741)  0.382
H (-0.2766, -6.2581, 1.5015)  0.417
H (-1.1445, -4.5014, 2.7726)  0.489
H (-1.1266, -4.5252, 5.2290)  0.400
H (0.9169, -3.8905, 6.4716)  0.397
H (2.9327, -3.1662, 5.2206)  0.328
H (2.9066, -3.1158, 2.7682)  0.396
H (3.1457, -5.3952, 2.1082)  0.386
H (4.9671, -6.8169, 1.2703)  0.404
H (5.2762, -7.1452, -1.1623)  0.358
H (3.7209, -6.0521, -2.7538)  0.414
H (1.8937, -4.6156, -1.9146)  0.224
C (-2.4026, 3.9437, -0.4216)  -1.740
C (-0.9826, 4.3801, -0.0400)  0.308
C (0.0958, 3.5581, -0.7356)  -0.899
Sb (2.1641, 4.0174, -0.2981)  0.977
C (2.0510, 6.1272, -0.7270)  -0.013
C (2.7672, 6.5890, -1.8307)  -0.639
C (2.7314, 7.9270, -2.2050)  -0.549
C (1.9773, 8.8299, -1.4714)  -0.417
C (1.2633, 8.3891, -0.3648)  -0.730
C (1.3010, 7.0509, 0.0021)  -0.073
C (1.9306, 4.1813, 1.8249)  -0.738
C (1.2948, 3.1360, 2.4940)  0.165
C (1.1536, 3.1675, 3.8739)  -0.352
C (1.6542, 4.2335, 4.6064)  -1.013
C (2.3044, 5.2685, 3.9520)  -0.542
C (2.4430, 5.2400, 2.5701)  -0.483
Sb (-2.9673, 2.0760, 0.4969)  0.711
C (-5.0064, 2.0747, -0.1393)  -0.095
C (-5.4700, 2.8488, -1.1987)  -0.146
C (-6.8027, 2.7891, -1.5891)  -0.613
C (-7.6856, 1.9546, -0.9207)  -0.395
C (-7.2329, 1.1762, 0.1365)  -0.644
C (-5.9014, 1.2330, 0.5210)  -0.345
C (-3.3332, 2.8997, 2.4290)  -0.114
C (-2.5171, 2.4883, 3.4782)  0.086
C (-2.6963, 2.9998, 4.7577)  -0.661
C (-3.6990, 3.9269, 4.9950)  -0.622
C (-4.5220, 4.3413, 3.9542)  -0.737
C (-4.3412, 3.8285, 2.6781)  -0.405
H (-2.4768, 3.8278, -1.5061)  0.477
H (-3.1417, 4.6871, -0.1132)  0.555
H (-0.8512, 4.3413, 1.0470)  0.121
H (-0.8617, 5.4290, -0.3231)  0.199
H (0.0106, 3.6659, -1.8207)  0.702
H (0.0001, 2.4856, -0.5412)  -0.122
H (3.3671, 5.8949, -2.4104)  0.326
H (3.2956, 8.2627, -3.0666)  0.387
H (1.9474, 9.8740, -1.7575)  0.371
H (0.6746, 9.0895, 0.2154)  0.373
H (0.7461, 6.7285, 0.8752)  0.496
H (0.9083, 2.2746, 1.9573)  0.660
H (0.6473, 2.3571, 4.3805)  0.606
H (1.5460, 4.2504, 5.6838)  0.433
H (2.7090, 6.1001, 4.5165)  0.371
H (2.9569, 6.0558, 2.0743)  0.526
H (-4.7951, 3.5114, -1.7279)  0.307
H (-7.1498, 3.3961, -2.4164)  0.373
H (-8.7238, 1.9068, -1.2248)  0.355
H (-7.9159, 0.5178, 0.6585)  0.383
H (-5.5589, 0.6114, 1.3424)  0.393
H (-1.7342, 1.7606, 3.2967)  0.265
H (-2.0541, 2.6710, 5.5663)  0.500
H (-3.8453, 4.3242, 5.9918)  0.378
H (-5.3099, 5.0610, 4.1408)  0.388
H (-4.9983, 4.1443, 1.8743)  0.405
O (-3.2527, -1.8967, 7.5689)  -0.682
N (-2.0956, -1.5125, 7.5193)  1.078
O (-1.4151, -1.2806, 8.5056)  -0.682
C (-1.5385, -1.2037, 6.2204)  -1.536
C (-2.3019, -1.4100, 5.0797)  -0.093
C (-1.7543, -1.1518, 3.8542)  -1.091
C (-0.4332, -0.5739, 3.6491)  1.595
O (-0.0484, -0.1263, 2.5591)  -0.258
C (0.3171, -0.4946, 4.8941)  -0.992
C (-0.2278, -0.7664, 6.1235)  0.040
N (1.7358, -0.1513, 4.8875)  1.253
O (2.2509, 0.1525, 5.9555)  -0.800
O (2.3607, -0.2749, 3.8553)  -0.460
N (-2.5849, -1.4748, 2.7022)  1.304
O (-2.0349, -1.8702, 1.6873)  -0.579
O (-3.7932, -1.3697, 2.8168)  -0.691
H (-3.3100, -1.7898, 5.1550)  0.720
H (0.3792, -0.6622, 7.0095)  0.668
C (4.3613, -1.8258, -0.4653)  -1.255
N (3.4174, -0.7245, -0.3901)  0.396
C (3.2095, -0.1059, 0.9135)  -0.837
C (2.6316, -0.3324, -1.4126)  0.802
C (2.7509, -1.0553, -2.7317)  -1.377
O (1.8150, 0.5852, -1.2630)  -0.383
H (5.2609, -1.5612, 0.0916)  0.377
H (4.6491, -2.0223, -1.4934)  0.408
H (3.9467, -2.7446, -0.0445)  0.438
H (3.4035, 0.9671, 0.8719)  0.325
H (3.8903, -0.5612, 1.6288)  0.464
H (2.1955, -0.2570, 1.2856)  0.048
H (3.7496, -0.9503, -3.1589)  0.443
H (2.0203, -0.6267, -3.4108)  0.251
H (2.5253, -2.1157, -2.6055)  0.206

Output
Electronic energy (eV): -165602.538
Energy above the lowest of the compared OMol25 structures with the same formula, charge and spin (kJ/mol): 3.0
Total charge: -1
E_HOMO (eV): -4.30